No. 1
80
Properties=species:S:1:pos:R:3 method="wB97M-V/def2-TZVPD" gap_ev="7.88 / 5.61" multiplicity=2 e_above_lowest_ev=0.000 total_charge=+2 lumo_energy_ev="-6.05 / -8.33"
C -1.67420 -0.89851 4.60243
C -2.32597 -1.22729 3.38614
C -3.68249 -0.86591 3.19356
C -4.23771 -0.00964 4.14996
N -3.58229 0.38783 5.24119
C -2.34076 -0.03641 5.47049
C -1.52262 -1.69802 2.35141
C -0.68876 -1.88073 1.46400
C 0.08262 -2.78916 0.64972
C 1.01525 -2.43948 -0.33254
C 1.58151 -3.30929 -1.22789
C 1.18729 -4.61122 -1.12984
C 0.35670 -5.08042 -0.10626
C -0.18798 -4.16426 0.77680
Cu 0.93929 -0.02481 -0.72387
P 0.13438 1.50336 0.58885
H -4.30853 -1.26988 2.41447
H -0.72672 -1.33164 4.89021
H -5.26366 0.35651 4.07740
H -1.89351 0.30015 6.40566
H -0.87704 -4.47806 1.54205
H 1.52119 -1.51040 -0.55593
H 0.13909 -6.13629 -0.03353
H 2.25419 -2.92736 -1.97286
C 0.80033 2.99912 -0.25064
C 0.14278 4.34825 0.01408
H 0.77588 2.79080 -1.33206
H 1.86547 3.03355 0.02006
H 0.61757 5.11044 -0.61430
H -0.91946 4.36736 -0.25243
H 0.27213 4.69322 1.04689
C -1.67696 1.71924 0.74120
C -2.20589 2.57640 1.88941
H -2.06911 0.69263 0.82128
H -2.02371 2.12748 -0.21877
H -3.29174 2.68728 1.78170
H -2.04655 2.09180 2.86277
H -1.79062 3.59510 1.89142
C 0.75555 1.50852 2.29884
C 0.91277 2.87698 2.96219
H 1.72318 0.98754 2.28760
H 0.06525 0.86438 2.86165
H 1.35837 2.75534 3.95534
H 1.59555 3.52988 2.40704
H -0.04291 3.39323 3.12830
Br 1.83321 -5.76298 -2.52414
P -0.63326 -0.11355 -2.42521
C -1.58766 1.43431 -2.68648
C -1.91225 1.80070 -4.13390
H -0.99082 2.23215 -2.20294
H -2.51354 1.30568 -2.10010
H -2.40558 2.77814 -4.12179
H -1.00495 1.92201 -4.74400
H -2.62281 1.09737 -4.60162
C 0.52676 -0.33136 -3.83413
C 0.05059 -1.10075 -5.06666
H 1.41821 -0.83896 -3.41643
H 0.84824 0.68411 -4.11852
H 0.89743 -1.22353 -5.75374
H -0.28460 -2.11680 -4.81928
H -0.73032 -0.57079 -5.63350
C -1.86356 -1.48327 -2.34075
C -3.07438 -1.36187 -3.27222
H -2.19259 -1.49972 -1.28417
H -1.31549 -2.42904 -2.50595
H -3.71160 -2.24118 -3.13895
H -3.70214 -0.49690 -3.02054
H -2.79292 -1.33189 -4.33506
N 8.08764 -0.82069 1.46686
C 6.95559 -0.62926 1.23457
C 5.56032 -0.43919 0.95194
C 5.17682 0.31835 -0.16064
C 3.83150 0.35536 -0.48247
N 2.89202 -0.25874 0.24321
C 3.26455 -0.98993 1.31099
C 4.58750 -1.08468 1.72418
H 5.88362 0.87004 -0.78402
H 3.45977 0.90066 -1.34117
H 2.49988 -1.50648 1.88336
H 4.84771 -1.67491 2.61010


No. 2
78
Properties=species:S:1:pos:R:3 method="wB97M-V/def2-TZVPD" gap_ev="4.90 / 5.44" multiplicity=7 total_charge=-1 lumo_energy_ev="2.62 / 2.61"
Tb -0.34147 -0.62801 -0.43318
N 0.81852 -3.40524 3.05128
N -0.39810 -2.23131 -2.17408
C 0.61533 1.82938 -0.42358
C 1.67666 0.90442 -0.10477
C 1.56869 0.60205 1.28691
C 2.44354 -0.27752 2.09033
H 3.34638 -0.56382 1.54888
H 1.91141 -1.26284 2.32233
H 2.70337 0.16610 3.05449
C 0.46851 1.31549 1.82433
C 0.14391 1.41594 3.27042
H 0.56068 2.33489 3.71564
H 0.56377 0.57212 3.83118
H -0.93704 1.44868 3.45036
C -0.12615 2.06818 0.77602
C -1.16345 3.11742 0.98325
H -2.01034 2.73857 1.57449
H -1.56072 3.48975 0.03234
H -0.75745 3.98877 1.52760
C 2.69472 0.35754 -1.04968
H 3.62939 0.94216 -1.01037
H 2.35319 0.38376 -2.09670
H 2.94568 -0.68837 -0.80932
C 0.42830 2.52806 -1.72672
H -0.62781 2.78935 -1.89752
H 0.75111 1.90064 -2.56873
H 1.01464 3.46373 -1.77759
C -0.18452 -3.79070 3.84313
H -0.04566 -3.68587 4.91107
C -1.40641 -4.36007 3.42947
H -2.10849 -4.82860 4.11507
C -1.65769 -4.39208 2.04049
H -2.52024 -4.85788 1.59043
C -0.75059 -3.76757 1.12229
H -0.91112 -3.65983 0.02436
C 0.46895 -3.18635 1.73901
C 1.40630 -2.17595 1.25149
H 2.11110 -2.67121 0.38759
C -0.79961 -1.15039 -2.68318
C 0.31555 -3.09716 -3.01218
H 0.82265 -3.97163 -2.57646
C 0.20131 -2.45533 -4.24550
H 0.51299 -2.82774 -5.19051
N -0.54700 -1.26778 -4.05396
C -0.62145 -0.05826 -4.68961
C 0.53289 0.38567 -5.37181
C 0.37492 1.60642 -6.04422
H 1.17082 1.90878 -6.69514
C -0.79728 2.33870 -5.87455
C -1.01272 3.55966 -6.69918
H -1.56036 4.31520 -6.11346
H -1.60860 3.34072 -7.60251
H -0.04719 3.97082 -7.02149
C -1.78114 1.99688 -4.95747
H -2.65514 2.60002 -4.78495
C -1.68509 0.79671 -4.26316
C -2.68412 0.48020 -3.17770
H -2.69373 -0.56750 -2.82180
H -3.68522 0.69141 -3.56496
H -2.57615 1.13372 -2.29320
C 1.82500 -0.36704 -5.29229
H 1.73702 -1.40840 -5.61084
H 2.28168 -0.36532 -4.28853
H 2.51658 0.12174 -5.96908
C -2.56744 -0.85605 3.41150
P -3.73264 0.00942 2.26037
C -5.12136 -1.17873 2.47291
C -3.09015 -0.55533 0.57983
H -3.06253 -0.82585 4.40675
H -2.41356 -1.88987 3.06118
H -1.61108 -0.30364 3.44791
H -4.76060 -2.21623 2.47950
H -5.59295 -0.94217 3.43645
H -5.85588 -1.03379 1.67005
H -3.94533 -0.60007 -0.12394
H -2.42219 0.26465 0.20420
H -2.62097 -1.55196 0.67270


No. 3
88
Properties=species:S:1:pos:R:3 method="wB97M-V/def2-TZVPD" gap_ev="7.27 / 7.81" multiplicity=5 e_above_lowest_ev=0.000 total_charge=+2 lumo_energy_ev="-5.80 / -5.25"
Mn 0.89639 -0.43423 -0.02994
C -1.52176 3.73761 4.73982
O -1.99299 2.41765 5.00631
C -1.69765 1.44203 4.15389
C -2.25609 0.18066 4.46887
C -2.03179 -0.86887 3.63903
C -1.23223 -0.75027 2.46806
C -1.10711 -1.84900 1.56942
C -1.88629 -3.11132 1.77394
O -0.36914 -1.82206 0.54488
C -0.66291 0.51690 2.17783
O 0.06246 0.76168 1.09870
C -0.90926 1.60308 3.02419
H -1.90455 4.35507 5.54483
H -1.90615 4.09648 3.78401
H -0.43035 3.76605 4.74405
H -2.86302 0.09052 5.35812
H -2.47705 -1.82402 3.87891
H -1.65127 -3.56347 2.73799
H -1.64292 -3.81168 0.98033
H -2.95642 -2.89827 1.76391
H -0.48610 2.55915 2.75376
C -0.99058 -1.75637 -2.27431
N 0.09028 -2.71227 -2.38883
C -0.15277 -3.84146 -3.28047
C 1.24997 -4.30529 -3.65780
N 2.12142 -3.45728 -2.84368
C 3.54713 -3.52178 -3.14726
C 1.40880 -2.56653 -2.11071
N 1.88216 -1.71231 -1.21428
C 3.31446 -1.72788 -0.86356
C 3.45483 -1.41343 0.61014
N 2.67790 -0.19435 0.85278
C 2.91293 0.53165 1.94831
N 2.84152 1.86951 1.95894
C 2.54715 2.71831 0.83016
C 2.98688 2.39241 3.31206
C 3.62365 1.20875 4.03936
N 3.26542 0.08647 3.16965
C 3.27681 -1.28486 3.64126
H -1.85297 -2.21634 -1.79116
H -1.28249 -1.41550 -3.27183
H -0.72180 -0.87692 -1.70219
H -0.72975 -3.51521 -4.14684
H -0.72312 -4.61478 -2.76391
H 1.47079 -4.15043 -4.71519
H 1.41919 -5.35628 -3.42453
H 3.64280 -3.96818 -4.13518
H 4.09796 -4.15181 -2.44912
H 3.99739 -2.53388 -3.19264
H 3.86245 -0.98453 -1.44970
H 3.75745 -2.70396 -1.03538
H 4.51078 -1.26829 0.85206
H 3.09496 -2.27248 1.18294
H 2.73030 2.16115 -0.08525
H 3.20258 3.58866 0.85418
H 1.50606 3.04758 0.84035
H 2.00862 2.65515 3.72637
H 3.62097 3.27669 3.31492
H 3.21664 1.06080 5.03724
H 4.70898 1.30751 4.11221
H 3.18298 -1.26778 4.72500
H 4.19722 -1.81197 3.38728
H 2.42184 -1.82585 3.24043
C -0.52729 4.09660 -2.95244
N 0.14872 2.83802 -2.64112
C 1.10633 2.21449 -3.40439
C 1.45920 1.09179 -2.72740
N 0.72566 1.01867 -1.56241
C -0.05118 2.09364 -1.54828
H -0.32311 4.35179 -3.98816
H -0.15710 4.89158 -2.30902
H -1.59960 3.97787 -2.81793
H 1.44542 2.62582 -4.33873
H 2.17809 0.33624 -2.99222
H -0.76308 2.34122 -0.77806
Br -4.08730 3.56523 -1.71268
C -5.03267 1.99389 -2.18296
C -5.99139 2.09198 -3.18254
C -6.71112 0.97169 -3.56117
C -6.47630 -0.24819 -2.94370
C -5.52062 -0.34718 -1.94658
C -4.79603 0.77474 -1.56129
I -3.37947 0.56308 -0.04394
H -6.17161 3.04745 -3.65493
H -7.45985 1.05667 -4.33664
H -7.04260 -1.12332 -3.23159
H -5.34470 -1.29412 -1.45458


No. 4
82
Properties=species:S:1:pos:R:3 method="wB97M-V/def2-TZVPD" gap_ev=7.93 e_above_lowest_ev=2.131 total_charge=+2 lumo_energy_ev=-6.45
P -1.10522 -1.00237 -1.65340
C -1.98032 -2.58534 -1.81078
C -3.36949 -2.61284 -1.93085
H -3.94382 -1.70078 -1.85402
C -4.02551 -3.81645 -2.13499
H -5.10319 -3.83001 -2.21955
C -3.30352 -4.99735 -2.22695
H -3.81746 -5.93559 -2.38423
C -1.92019 -4.97202 -2.12128
H -1.35221 -5.88870 -2.19402
C -1.25625 -3.77297 -1.91920
H -0.17850 -3.77749 -1.84658
C -2.35966 0.23347 -1.21823
C -2.96189 0.13463 0.03689
H -2.71585 -0.68977 0.69058
C -3.88234 1.08697 0.44160
H -4.34929 1.00245 1.41312
C -4.21372 2.13781 -0.40436
H -4.94091 2.87481 -0.09146
C -3.62214 2.23241 -1.65631
H -3.88863 3.04200 -2.32211
C -2.69470 1.28562 -2.06577
H -2.22032 1.37489 -3.03006
C -0.49539 -0.65428 -3.32709
C -1.24700 -1.01065 -4.44514
H -2.22859 -1.44985 -4.33076
C -0.73133 -0.80610 -5.71457
H -1.31726 -1.07844 -6.58127
C 0.53816 -0.26512 -5.87460
H 0.93954 -0.11546 -6.86734
C 1.29633 0.06632 -4.76082
H 2.29262 0.46899 -4.88184
C 0.78111 -0.12854 -3.48839
H 1.37161 0.10391 -2.61487
Zr 2.10550 -0.69200 1.83749
C 2.02032 1.29400 1.93384
C 1.16908 1.98681 1.12891
H 2.64619 1.81960 2.65107
C 0.30676 1.15056 0.23828
O 0.28388 1.60684 -1.12985
H -0.25513 0.97453 -1.62260
C 0.73513 -0.30546 0.37746
H -0.74180 1.22447 0.54015
C 0.14146 -1.22598 -0.43437
Cl 3.71407 -0.63881 3.69228
Cl 1.95668 -3.12095 1.42042
P 0.44691 -1.00815 3.50443
C 1.03752 -1.95340 4.94534
H 1.68852 -1.31790 5.53677
H 1.61742 -2.80029 4.59248
H 0.20248 -2.29914 5.55116
C -0.19745 0.54051 4.23293
H -0.68298 1.12815 3.45724
H 0.64491 1.10627 4.62165
H -0.90546 0.34748 5.03603
C -1.05665 -1.90678 2.98751
H -0.76597 -2.70739 2.31266
H -1.71719 -1.22997 2.45354
H -1.58433 -2.32434 3.84237
P 0.94905 3.71988 1.15337
C 1.72317 4.44569 2.61699
C -0.81400 4.14571 1.17038
H 2.79382 4.26415 2.60267
H 1.30455 4.00535 3.51682
H 1.55110 5.51893 2.62671
H -1.27507 3.80188 0.24845
H -0.94757 5.22113 1.25554
H -1.29927 3.65441 2.00886
C 1.64669 4.58124 -0.28621
H 2.68754 4.29348 -0.40706
H 1.58503 5.66013 -0.16052
H 1.09214 4.28496 -1.17116
H 0.36652 -2.26693 -0.25838
C 5.27016 -2.01204 1.03308
C 4.87147 -0.57168 0.73680
O 3.55088 -0.51151 0.26289
H 4.64629 -2.44308 1.83812
H 6.33188 -2.04716 1.35605
H 5.15233 -2.63312 0.11973
H 5.01877 0.09952 1.60318
H 5.55642 -0.20961 -0.06350
H 3.43354 0.39585 -0.12142


Calculated E_tot, -170541.3573, -69012.7028, -160361.5334, -91118.5076 eV (same order as the records).
Calculated molar mass, 662.1, 646.6, 837.5, 702.7 g/mol (same order as the records).